# C49H101N3O23

13 unconnected molecules or ions with the total composition C49H101N3O23 (the ωB97M-V functional and the def2-TZVPD basis, OMol25).

The HOMO-LUMO gap comes out at 9.04 eV. Its relative energy (zero: lowest compared OMol25 entry of this formula, charge and spin) is 239.2 kcal/mol. The spin multiplicity is 1.

Last column: Mulliken charge in e.
Geometry (Å):
C: -4.613668 -5.625971 -3.602331  0.157
O: -4.198070 -6.384690 -2.648533  -0.635
N: -5.467088 -6.053754 -4.562794  0.110
C: -5.642054 -7.534516 -4.791191  -0.933
C: -5.923029 -5.039054 -5.553366  -0.927
H: -4.510055 -4.535863 -3.487762  0.287
H: -4.869688 -8.289833 -4.646160  0.330
H: -5.788388 -7.606784 -5.868905  0.345
H: -6.550592 -7.987289 -4.394139  0.287
H: -7.006155 -5.031707 -5.675346  0.342
H: -5.738911 -4.051105 -5.131268  0.318
H: -5.469716 -5.062836 -6.544348  0.319
C: 3.710385 -7.388233 -2.103631  0.228
O: 4.801713 -6.999816 -2.473081  -0.618
N: 3.150536 -8.450248 -2.722074  0.053
C: 1.862141 -8.909037 -2.453180  -1.063
C: 3.821196 -9.328533 -3.633947  -0.951
H: 3.021626 -7.042433 -1.317363  0.293
H: 2.077144 -9.594285 -1.633232  0.411
H: 1.235004 -9.332838 -3.237525  0.313
H: 1.139877 -8.160180 -2.128175  0.342
H: 3.803247 -10.409492 -3.495051  0.313
H: 3.252163 -9.157080 -4.547675  0.350
H: 4.828941 -8.999831 -3.887892  0.329
C: -3.455323 -4.473491 4.353987  0.134
O: -3.107556 -3.286258 4.468140  -0.619
N: -4.523272 -4.910113 3.548342  0.130
C: -5.027900 -6.322115 3.579893  -1.017
C: -5.332605 -4.063125 2.702610  -1.006
H: -2.860151 -5.250740 4.857826  0.361
H: -4.903605 -6.908424 4.490327  0.380
H: -4.716028 -6.925349 2.727287  0.300
H: -6.116588 -6.274334 3.603675  0.335
H: -5.011294 -3.022853 2.754563  0.314
H: -5.205902 -4.340321 1.656083  0.355
H: -6.392469 -3.931298 2.920342  0.335
O: -4.047481 4.145602 -5.299741  -0.590
C: -3.736957 2.955130 -5.479436  0.676
O: -3.370931 2.299618 -6.623934  -0.291
C: -3.133299 3.033572 -7.814174  -0.335
C: -1.822416 3.813925 -7.800673  -1.021
C: -3.668713 1.970988 -4.375133  -0.899
H: -4.027659 3.612436 -8.044673  0.321
H: -3.211453 2.464569 -8.740577  0.390
H: -1.068336 3.046995 -7.623760  0.281
H: -1.780601 4.578495 -7.024926  0.292
H: -1.609444 4.215720 -8.791275  0.367
H: -3.146951 1.040723 -4.599809  0.287
H: -4.656485 1.850004 -3.930445  0.246
H: -3.065689 2.237156 -3.507016  0.275
O: 3.503536 -3.333746 7.578528  -0.548
C: 3.826820 -2.240142 7.128391  0.817
O: 2.909230 -1.167960 6.865633  -0.308
C: 1.525975 -1.463202 6.772713  -0.062
C: 0.615991 -0.640637 7.676456  -1.224
C: 5.270368 -1.911186 6.816711  -1.030
H: 1.159475 -2.452379 7.047123  0.252
H: 1.255435 -1.266937 5.735221  0.287
H: 0.708930 -1.126793 8.647590  0.311
H: -0.445035 -0.614838 7.428120  0.340
H: 0.965076 0.384710 7.798474  0.310
H: 5.475427 -1.576447 5.799855  0.208
H: 5.995042 -2.723585 6.871169  0.341
H: 5.665027 -1.017241 7.299632  0.307
O: 3.198508 1.557628 -4.445435  -0.600
C: 3.449003 2.386294 -3.604449  0.770
O: 3.986514 2.074105 -2.475307  -0.355
C: 4.760756 0.891510 -2.208254  -0.197
C: 6.063921 1.006923 -2.896271  -1.012
C: 2.880846 3.805921 -3.559306  -0.941
H: 4.088671 0.057864 -2.411803  0.299
H: 4.872834 0.806317 -1.127375  0.286
H: 6.284535 -0.002299 -3.243990  0.281
H: 6.852932 1.338822 -2.221435  0.329
H: 6.180071 1.765027 -3.670794  0.326
H: 3.454752 4.493991 -4.180022  0.281
H: 2.819211 4.204265 -2.546579  0.280
H: 1.882193 3.622707 -3.955832  0.252
O: -1.454580 10.642292 2.926277  -0.604
C: -1.921340 9.818748 3.712676  0.732
O: -2.265740 9.992699 4.935570  -0.236
C: -2.272464 11.245311 5.534521  -0.252
C: -2.291324 10.917407 7.019973  -1.112
C: -2.085329 8.374940 3.314106  -0.939
H: -3.189390 11.819780 5.402851  0.278
H: -1.450059 11.917065 5.288557  0.321
H: -2.505606 11.852300 7.537817  0.371
H: -1.279202 10.599858 7.270680  0.285
H: -2.980503 10.101844 7.239038  0.306
H: -1.400292 8.149056 2.496907  0.308
H: -3.121389 8.297291 2.984478  0.229
H: -1.807532 7.660016 4.088573  0.312
O: 0.353813 -8.136419 2.870063  -0.572
C: 0.682214 -8.491117 4.011349  0.676
O: 0.372378 -9.745637 4.593124  -0.315
C: 0.118423 -10.916675 3.754299  -0.156
C: 0.300993 -12.358737 4.365055  -1.101
C: 1.314618 -7.520675 4.958238  -0.831
H: 0.874593 -10.885018 2.969897  0.270
H: -0.922041 -10.892569 3.430323  0.248
H: 1.372247 -12.498022 4.510357  0.313
H: -0.035027 -13.011781 3.559604  0.339
H: -0.331620 -12.533057 5.235403  0.322
H: 0.948420 -6.527873 4.696780  0.252
H: 2.386830 -7.672502 4.834121  0.260
H: 0.911806 -7.833088 5.921683  0.293
O: 1.041603 0.772887 1.307262  -0.605
C: -0.040847 1.007475 0.697522  0.741
O: -1.019993 0.146663 0.490998  -0.292
C: -0.827577 -1.237798 0.857937  -0.115
C: -0.168219 -2.159811 -0.170651  -0.988
C: -0.320769 2.389505 0.185730  -0.944
H: -1.819947 -1.688670 0.860620  0.194
H: -0.434290 -1.383611 1.864000  0.280
H: 0.699160 -1.743570 -0.683005  0.258
H: -0.943005 -2.285888 -0.926903  0.273
H: 0.120146 -3.176237 0.097336  0.343
H: -0.434293 2.401564 -0.898282  0.244
H: 0.550506 2.963069 0.501988  0.293
H: -1.127154 2.865016 0.744041  0.318
O: 7.639840 3.035932 3.092733  -0.564
C: 7.534676 1.867393 3.521050  0.625
O: 8.598044 1.025446 3.935355  -0.245
C: 9.968116 1.523503 3.967548  -0.239
C: 10.781353 0.331672 4.532375  -1.078
C: 6.101502 1.252530 3.496806  -0.857
H: 9.968104 2.392511 4.625520  0.310
H: 10.273727 1.771248 2.951018  0.298
H: 10.939937 -0.413061 3.752424  0.283
H: 10.195249 0.005558 5.391582  0.293
H: 11.763926 0.632099 4.896241  0.366
H: 5.368216 1.930867 3.060623  0.313
H: 5.704072 1.125563 4.503798  0.208
H: 6.104358 0.241185 3.090265  0.287
O: 5.568583 10.184377 -1.343237  -0.537
C: 4.691669 10.034690 -0.548055  0.626
O: 3.743440 10.930418 -0.215298  -0.220
C: 3.713686 12.275668 -0.718093  -0.259
C: 2.638937 13.007975 0.139140  -1.091
C: 4.516204 8.699539 0.079080  -0.934
H: 3.538905 12.303469 -1.793626  0.303
H: 4.704424 12.699370 -0.553714  0.277
H: 1.653376 12.854261 -0.300326  0.277
H: 2.813495 14.080869 0.219944  0.375
H: 2.686294 12.760052 1.199514  0.312
H: 3.587505 8.142458 -0.044532  0.289
H: 4.783104 8.738571 1.135173  0.260
H: 5.370266 8.224117 -0.403256  0.322
O: -1.584181 -1.688203 -9.351814  -0.593
C: -1.928958 -2.824104 -9.034093  0.744
O: -1.471334 -3.526801 -8.018022  -0.334
C: -0.854200 -2.906937 -6.833393  -0.217
C: 0.654698 -3.373534 -6.780259  -1.031
C: -2.754673 -3.721638 -9.960047  -0.925
H: -1.476568 -3.200010 -5.987898  0.307
H: -0.784709 -1.819398 -6.810547  0.277
H: 0.867973 -4.431857 -6.629984  0.304
H: 1.243813 -2.759652 -6.098955  0.326
H: 0.892026 -3.313948 -7.842434  0.297
H: -2.504342 -3.682463 -11.020185  0.291
H: -3.789410 -3.385315 -9.894471  0.266
H: -2.776426 -4.719149 -9.521171  0.287
O: -5.751214 5.017346 0.744078  -0.578
C: -6.819822 5.111292 0.138949  0.810
O: -7.805273 4.205506 0.173532  -0.370
C: -7.537376 3.094342 1.013007  -0.269
C: -8.255602 3.254336 2.366215  -1.108
C: -6.926457 6.138255 -0.933522  -1.046
H: -6.487008 2.804024 0.989541  0.341
H: -7.770089 2.183547 0.461292  0.373
H: -9.160480 3.851809 2.477265  0.322
H: -7.586459 3.848351 2.988700  0.304
H: -8.432761 2.262126 2.781229  0.325
H: -7.414836 7.076146 -0.669034  0.267
H: -7.459849 5.700345 -1.777226  0.299
H: -6.009210 6.471481 -1.419020  0.328

Cartesian forces, eV/Å:
-0.105 -2.883 4.368
-0.873 2.431 -3.589
0.970 -0.447 -0.455
-0.872 0.583 -1.770
-0.370 -0.172 0.660
0.277 -0.157 -0.527
0.725 1.057 0.824
-0.163 0.054 -0.233
-0.094 0.615 0.561
-0.059 -0.521 -0.005
0.322 -0.098 0.056
0.251 -0.446 0.107
0.368 -1.083 -1.510
0.026 0.822 1.150
0.591 -0.108 -0.723
-1.989 -0.386 2.193
0.496 1.065 -2.214
0.428 0.731 0.104
-1.418 -0.741 0.077
0.990 -0.504 -0.551
0.521 0.520 0.590
-0.179 0.106 0.970
0.163 -0.440 -0.581
-0.013 0.025 0.512
-0.633 2.113 -1.140
-0.807 -2.140 -0.343
0.387 -1.437 1.587
-0.399 0.621 0.294
0.710 1.570 -0.453
-0.549 -0.304 -0.143
1.048 0.440 0.215
0.114 0.208 -0.068
-0.134 0.222 -0.563
0.610 -0.092 0.185
-0.179 -0.264 -0.044
-0.130 -0.934 0.444
0.836 -3.090 -1.458
0.158 2.170 0.348
-0.008 0.410 0.294
-1.040 1.682 -1.203
-0.296 -0.894 0.107
0.356 -0.888 1.559
0.035 0.973 0.734
0.684 -1.358 0.624
0.348 0.216 0.183
-0.042 -0.023 -0.148
-0.161 0.218 0.102
-0.791 -0.208 -0.698
-0.097 -0.386 -0.283
0.024 1.159 -0.141
0.123 2.395 -1.040
-1.269 -0.908 0.553
2.100 -2.005 0.826
-2.128 0.120 -0.727
1.090 0.530 1.099
0.668 1.017 -0.995
1.247 -0.594 -0.460
0.092 -0.163 -0.131
-0.234 0.315 0.337
0.211 -0.296 -0.468
-0.040 0.098 -0.122
-0.953 -0.054 -0.537
-0.608 -0.269 0.832
-0.296 -0.189 0.797
0.365 0.303 -0.891
-1.701 -0.333 -0.420
1.478 0.948 3.209
-1.920 0.411 0.187
1.519 -0.672 -0.102
-0.002 -0.756 -0.349
0.518 -0.329 -0.834
0.024 0.621 0.045
0.591 0.253 -0.408
-0.017 -0.380 0.391
-0.809 -0.422 -0.431
-0.167 -0.106 -0.128
0.130 -0.207 -0.090
-0.045 0.668 -0.159
-0.997 -0.470 1.615
2.160 -0.300 -3.678
-0.787 -0.073 1.031
-0.672 1.254 2.019
1.089 0.500 -0.255
0.465 -0.030 -0.373
-0.228 -0.296 -1.004
0.200 -0.459 -0.354
-0.158 -0.284 0.412
-0.065 -0.133 0.419
-0.138 0.332 0.058
-0.324 0.282 -0.235
0.026 -0.546 0.037
-0.571 0.221 0.299
0.847 -1.804 2.430
-2.089 -0.264 -2.603
0.941 0.764 -0.266
0.055 -0.400 0.073
0.140 1.979 -0.218
-0.905 -1.160 0.083
-0.602 0.252 -0.506
0.225 0.473 -0.506
-0.201 -0.389 0.503
0.060 -0.080 0.029
0.356 -0.013 0.111
0.449 -0.090 -0.005
0.031 0.405 0.487
0.694 0.344 0.384
-3.425 -0.037 -1.880
3.617 0.056 2.103
0.144 -1.039 -0.324
-0.408 -1.697 0.626
0.131 0.872 -1.443
0.615 0.236 0.636
-0.338 0.737 0.523
0.261 0.648 -0.110
0.091 0.236 0.182
0.216 -0.116 -0.415
-0.222 0.239 0.866
-0.288 0.135 0.161
0.108 0.009 -0.470
-0.493 -0.292 -0.445
0.835 -3.383 1.624
0.142 2.135 -1.444
-2.365 1.285 -0.743
-0.293 -0.658 0.108
-0.450 1.201 -0.159
1.031 -0.389 1.102
0.274 0.049 -0.168
-0.032 0.275 0.117
-0.318 -0.212 0.307
0.222 -0.591 -0.138
-0.030 0.222 -0.078
0.591 -0.087 -0.555
0.393 -0.053 0.374
-0.031 0.192 -0.347
0.729 1.287 -0.642
-1.602 0.114 -0.328
-0.196 -0.470 0.167
0.287 0.459 1.180
0.602 0.220 -0.610
1.177 -0.546 0.542
-0.283 -0.144 0.076
0.031 0.126 -0.005
-0.044 -0.100 0.404
0.129 0.172 -0.737
-0.121 -0.805 -0.211
-0.004 0.452 -0.170
-0.309 0.089 0.157
-0.397 -0.862 0.178
-0.824 -1.454 1.219
1.183 1.430 -2.878
0.002 0.282 1.954
1.502 -0.699 0.232
-1.558 -0.319 -0.926
-0.716 0.161 1.064
0.117 -0.260 -0.083
-0.549 0.001 -0.816
-0.586 -0.080 0.718
0.037 0.026 -0.383
0.817 0.815 0.089
0.435 0.023 0.326
-0.118 0.224 -0.026
0.251 -0.127 -0.480
-1.961 -0.162 -0.035
3.445 0.085 -0.116
0.414 0.595 -0.218
-0.786 -1.297 -0.145
1.373 -0.024 0.202
-1.066 0.608 -1.513
0.497 1.284 1.178
-1.662 0.140 -0.207
-0.313 -0.313 -1.157
0.298 -0.436 0.411
0.103 0.165 0.294
-0.340 -0.250 0.344
-0.518 0.081 0.114
0.537 -0.477 0.847